Molecular formula: C13H37BN3O5P
Method: DFT, ωB97M-V with the def2-TZVPD basis set

Results
Largest force on an atom in hartree/bohr: 0.124
HOMO-LUMO gap in eV: 8.6
Energy in Eh: -1424.0048
SMILES string: C[C@H](O)CNCCOB[PH2]=O.COC[C@@H](C)N.COC[C@@H](C)N
Relative energy (zero: lowest compared OMol25 entry of this formula, charge and spin) in eV: 3.524
LUMO in eV: -0.7

```
! RIJCOSX wB97M-V def2-TZVPD def2/J DEFGRID3
* xyz 0 1
C -0.64 2.84 -0.49
C -2.06 2.05 -0.67
O -3.21 2.95 -0.45
C -2.11 0.68 0.25
N -2.51 -0.50 -0.62
C -1.34 -0.97 -1.47
C -1.90 -1.57 -2.92
O -2.82 -0.63 -3.60
B -2.12 0.22 -4.58
P -0.52 1.23 -4.31
O 0.22 1.52 -5.71
H -0.71 3.88 -1.04
H -0.38 3.06 0.65
H 0.21 2.21 -1.02
H -2.12 1.69 -1.80
H -3.66 3.02 -1.37
H -1.04 0.41 0.69
H -2.90 0.79 1.11
H -2.75 -1.32 0.00
H -0.74 -1.76 -0.85
H -0.61 -0.09 -1.72
H -2.56 -2.51 -2.61
H -1.04 -1.98 -3.61
H -2.64 0.31 -5.66
H -0.91 2.50 -3.74
H 0.49 0.53 -3.50
C 0.74 1.83 3.37
O -0.60 1.94 3.81
C -0.75 2.24 5.20
C -0.60 3.74 5.54
C 0.85 4.22 5.54
N -1.38 4.58 4.63
H 1.39 1.40 4.14
H 1.11 2.80 3.05
H 0.76 1.17 2.49
H -1.77 1.94 5.45
H -0.09 1.61 5.80
H -0.98 3.88 6.56
H 1.25 4.36 4.53
H 0.93 5.18 6.05
H 1.50 3.51 6.07
H -2.36 4.32 4.71
H -1.13 4.31 3.68
C 0.92 -5.19 -0.88
O 1.02 -3.81 -1.22
C 2.35 -3.27 -1.11
C 3.26 -3.56 -2.32
C 3.79 -4.99 -2.35
N 2.58 -3.28 -3.59
H 1.61 -5.47 -0.08
H 1.10 -5.80 -1.77
H -0.10 -5.38 -0.55
H 2.21 -2.19 -1.04
H 2.81 -3.59 -0.17
H 4.13 -2.90 -2.24
H 3.04 -5.72 -2.68
H 4.63 -5.07 -3.05
H 4.16 -5.30 -1.37
H 2.31 -2.30 -3.60
H 1.68 -3.78 -3.57
*
```

Here are the Mulliken charges for atoms 1 to 2, given in e:
1 C -0.741
2 C 0.927